# 1
Formula: C36H50F6MnN4O3P2SSe2
Source: the Open Molecules 2025 dataset
Level of theory: ωB97M-V/def2-TZVPD

```
! RIJCOSX wB97M-V def2-TZVPD def2/J DEFGRID3
* xyz -2 6
Mn 0.369 -0.615 -0.516
Se 1.112 0.003 1.666
P -1.500 0.692 4.043
Se -1.810 0.633 1.837
C -1.224 -1.061 4.567
C -1.098 -2.128 3.685
C -0.868 -3.413 4.162
C -0.763 -3.647 5.526
C -0.878 -2.585 6.415
C -1.095 -1.302 5.934
C -3.278 0.802 4.559
C -3.727 1.971 5.165
C -5.051 2.109 5.567
C -5.946 1.068 5.373
C -5.510 -0.106 4.768
C -4.192 -0.234 4.362
H -1.133 -1.940 2.618
H -0.743 -4.227 3.459
H -0.568 -4.647 5.894
H -0.784 -2.755 7.481
H -1.169 -0.471 6.629
H -3.025 2.783 5.317
H -5.382 3.030 6.033
H -6.976 1.168 5.692
H -6.204 -0.922 4.606
H -3.859 -1.143 3.875
N 3.634 -2.208 -0.168
C 2.625 -2.975 -0.695
O 1.609 -2.439 -1.171
C 2.813 -4.394 -0.701
C 4.026 -4.963 -0.248
N 5.018 -5.410 0.148
C 1.796 -5.269 -1.141
N 0.965 -5.994 -1.496
H 4.231 -2.636 0.523
H 3.325 -1.272 0.048
C -0.129 3.490 -1.142
C 1.399 3.629 -1.065
C 1.747 3.737 0.426
C 1.837 4.940 -1.732
P 2.181 2.032 -1.751
N 1.389 0.742 -1.424
C 4.010 1.998 -1.149
C 4.860 3.267 -1.303
C 4.690 0.848 -1.914
C 4.055 1.638 0.343
C 2.238 2.186 -3.677
C 3.322 3.051 -4.329
C 0.902 2.773 -4.171
C 2.345 0.754 -4.231
H -0.585 4.182 -0.430
H -0.451 2.482 -0.868
H -0.518 3.733 -2.131
H 1.116 4.518 0.863
H 2.782 4.033 0.585
H 1.544 2.810 0.963
H 1.474 5.773 -1.120
H 1.420 5.070 -2.727
H 2.918 5.038 -1.799
H 4.935 3.631 -2.320
H 5.876 3.036 -0.963
H 4.493 4.077 -0.675
H 4.952 1.122 -2.932
H 4.063 -0.042 -1.946
H 5.616 0.579 -1.399
H 4.017 2.519 0.979
H 4.991 1.116 0.560
H 3.222 1.015 0.650
H 3.296 4.082 -3.978
H 3.123 3.073 -5.407
H 4.328 2.663 -4.201
H 0.927 3.859 -4.210
H 0.065 2.471 -3.556
H 0.709 2.418 -5.187
H 3.373 0.400 -4.251
H 1.968 0.737 -5.258
H 1.765 0.056 -3.627
O -0.636 -2.204 0.304
S -1.618 -2.997 -0.558
C -1.425 -4.688 0.097
C -2.688 -5.043 0.887
C -3.226 -3.722 1.436
C -3.213 -2.768 0.253
H -0.531 -4.647 0.721
H -1.214 -5.351 -0.738
H -2.465 -5.766 1.673
H -3.431 -5.493 0.222
H -2.556 -3.344 2.211
H -4.223 -3.812 1.872
H -3.268 -1.709 0.504
H -3.977 -3.014 -0.488
C -1.663 0.969 -3.367
C -2.319 -0.141 -2.545
O -1.600 -0.507 -1.476
C -2.544 -1.354 -3.495
F -3.322 -2.317 -2.970
F -3.122 -1.027 -4.673
F -1.373 -1.920 -3.794
C -3.696 0.388 -2.065
F -3.536 1.444 -1.266
F -4.495 0.794 -3.080
F -4.410 -0.512 -1.374
H -0.644 0.650 -3.577
H -1.622 1.851 -2.733
H -2.188 1.206 -4.292
*
```

Results
Energy above the lowest of the compared OMol25 structures with the same formula, charge and spin (eV): 2.4091
Kohn-Sham gap (spin up / spin down) (eV): 5.32 / 5.99
<S²>: 9.050
E (a.u.): -9480.65325

---

# 2
Formula: C36H50MnN6O6
Source: the Open Molecules 2025 dataset
Level of theory: ωB97M-V/def2-TZVPD

```
! RIJCOSX wB97M-V def2-TZVPD def2/J DEFGRID3
* xyz -2 4
Mn 1.057 -0.501 -0.267
C 4.875 -0.842 -0.880
C 2.888 -0.352 -0.086
N 3.659 -0.272 -1.177
H 5.542 -1.643 1.122
N 3.566 -0.957 0.900
H 5.636 -0.829 -1.635
C 0.424 -2.469 -0.800
C -0.908 -2.898 -0.787
C -1.246 -4.227 -1.107
C -0.251 -5.191 -1.311
C 1.079 -4.775 -1.325
C 1.404 -3.433 -1.089
H -1.732 -2.224 -0.523
H -2.310 -4.467 -1.190
H 1.863 -5.506 -1.516
H 2.472 -3.201 -1.115
C -0.590 -6.637 -1.485
H 0.304 -7.175 -1.804
H -1.374 -6.797 -2.231
H -0.923 -7.095 -0.546
C 3.115 0.184 -2.505
C 4.225 0.732 -3.368
C 2.404 -0.961 -3.207
H 4.985 -0.006 -3.652
H 3.745 1.080 -4.289
H 4.702 1.600 -2.901
H 1.533 1.371 -3.247
H 2.524 2.217 -2.013
H 1.565 -1.349 -2.608
C 2.066 1.259 -2.289
H 3.070 -1.793 -3.463
H 1.959 -0.566 -4.126
H 1.303 0.986 -1.526
C 4.815 -1.245 0.431
C 2.209 -2.698 2.094
H 2.896 -3.538 1.950
H 1.659 -2.827 3.038
C 2.909 -1.358 2.181
H 1.370 -0.581 3.453
C 3.910 -1.401 3.310
H 4.335 -0.416 3.536
H 1.453 -2.714 1.303
H 0.935 -0.533 1.749
H 4.715 -2.125 3.137
H 3.354 -1.728 4.199
C 1.791 -0.366 2.460
H 2.131 0.679 2.411
C -5.004 1.069 -0.330
N -4.062 0.234 -0.950
H -5.652 1.001 1.833
N -4.174 -0.412 1.082
H -5.528 1.825 -0.910
C -3.268 0.584 -2.211
C -4.232 0.502 -3.386
C -2.595 1.954 -2.139
H -5.002 1.291 -3.379
H -3.617 0.623 -4.289
H -4.704 -0.489 -3.431
H -1.695 -0.363 -3.273
H -2.551 -1.412 -2.074
H -1.741 1.914 -1.453
C -2.151 -0.425 -2.288
H -3.220 2.806 -1.854
H -2.173 2.144 -3.138
H -1.391 -0.128 -1.548
C -5.063 0.679 0.976
C -2.695 0.194 3.088
H -3.252 1.092 3.368
H -2.289 -0.264 4.005
C -3.495 -0.891 2.365
H -1.865 -2.197 2.748
C -4.547 -1.455 3.295
H -5.083 -2.270 2.805
H -1.829 0.498 2.489
H -1.791 -1.299 1.222
H -5.243 -0.687 3.659
H -4.004 -1.870 4.151
C -2.455 -1.874 1.887
H -2.925 -2.716 1.377
C -3.931 -0.833 -0.159
O -1.594 2.040 1.086
C -0.386 2.225 0.868
O 0.428 1.322 0.431
C 0.148 3.631 1.018
C 0.977 4.138 0.015
C 1.493 5.447 0.086
C 1.194 6.271 1.185
C 0.317 5.787 2.165
C -0.246 4.490 2.054
N 0.047 6.627 3.303
O 0.605 7.749 3.339
O -0.719 6.206 4.195
N 2.406 5.862 -0.952
O 2.673 5.006 -1.839
O 2.878 7.017 -0.914
H 1.236 3.520 -0.841
H 1.651 7.251 1.278
H -0.989 4.177 2.777
*
```

Results
Kohn-Sham gap (spin up / spin down) (eV): 4.19 / 3.89
<S²>: 4.083
E (a.u.): -3332.40564

---

# 3
Formula: C36H51BrInO23
Source: the Open Molecules 2025 dataset
Level of theory: ωB97M-V/def2-TZVPD

```
! RIJCOSX wB97M-V def2-TZVPD def2/J DEFGRID3
* xyz -1 1
C -6.375 -0.063 -1.391
C -6.237 -1.059 -2.545
O -5.723 -2.314 -2.065
C -4.723 -2.850 -2.857
O -4.945 -3.826 -3.519
C -3.399 -2.133 -2.747
C -2.527 -2.277 -3.994
C -1.174 -1.555 -3.888
In -1.166 0.502 -2.960
C -1.996 0.393 -0.875
C -1.267 0.972 0.337
C -0.043 0.199 0.798
Br 1.634 0.720 -0.060
C -2.442 1.758 -4.283
C -3.844 1.797 -4.226
C -4.594 2.570 -5.102
C -3.973 3.350 -6.069
C -2.587 3.337 -6.160
C -1.854 2.552 -5.272
H -5.729 0.801 -1.541
H -6.096 -0.540 -0.455
H -7.401 0.300 -1.326
H -7.204 -1.260 -3.008
H -5.579 -0.662 -3.320
H -2.888 -2.530 -1.866
H -3.623 -1.080 -2.568
H -3.087 -1.870 -4.840
H -2.388 -3.350 -4.165
H -0.832 -1.374 -4.914
H -0.412 -2.198 -3.434
H 0.484 1.108 -3.098
H -2.986 0.856 -0.931
H -2.142 -0.671 -0.661
H -1.948 0.896 1.200
H -1.018 2.030 0.244
H -0.176 -0.880 0.738
H 0.124 0.429 1.848
H -4.363 1.216 -3.469
H -5.678 2.578 -5.035
H -4.569 3.956 -6.740
H -2.086 3.939 -6.906
H -0.770 2.568 -5.346
C 5.655 2.763 -1.529
C 5.306 4.164 -1.062
O 4.461 4.626 -2.112
C 3.907 3.542 -2.733
O 3.044 3.598 -3.534
O 4.513 2.404 -2.298
H 5.791 2.054 -0.716
H 6.538 2.749 -2.173
H 4.744 4.161 -0.126
H 6.170 4.817 -0.965
C 1.141 -4.170 1.418
C 2.406 -4.337 2.237
O 2.544 -3.044 2.849
C 1.321 -2.474 2.890
O 1.063 -1.475 3.489
O 0.432 -3.175 2.167
H 0.546 -5.075 1.340
H 1.335 -3.780 0.417
H 2.299 -5.082 3.026
H 3.279 -4.571 1.637
C -3.397 3.559 -11.577
C -4.022 2.669 -10.522
O -3.565 3.257 -9.303
C -3.264 4.556 -9.551
O -3.010 5.376 -8.735
O -3.293 4.804 -10.890
H -4.009 3.671 -12.469
H -2.397 3.226 -11.863
H -5.113 2.703 -10.539
H -3.693 1.635 -10.577
C -3.558 3.348 4.218
C -2.322 4.068 3.709
O -2.210 3.569 2.380
C -3.430 3.142 1.967
O -3.698 2.819 0.864
O -4.299 3.134 3.019
H -4.145 3.935 4.921
H -3.319 2.380 4.664
H -2.459 5.151 3.670
H -1.420 3.838 4.271
C 4.350 0.239 4.800
C 3.538 -0.624 5.738
O 3.823 -0.056 7.026
C 4.210 1.230 6.835
O 4.363 2.021 7.708
O 4.397 1.481 5.521
H 3.889 0.370 3.826
H 5.373 -0.124 4.670
H 2.469 -0.549 5.540
H 3.830 -1.671 5.712
C 5.887 -3.986 5.485
C 7.160 -3.325 4.992
O 7.291 -3.875 3.680
C 6.063 -4.269 3.257
O 5.813 -4.607 2.148
O 5.172 -4.225 4.274
H 5.302 -3.361 6.147
H 6.082 -4.942 5.974
H 7.060 -2.241 4.908
H 8.036 -3.558 5.592
C 1.844 -4.035 8.906
C 3.115 -3.354 8.441
O 3.298 -3.905 7.132
C 2.085 -4.318 6.675
O 1.866 -4.652 5.561
O 1.171 -4.283 7.670
H 1.229 -3.414 9.552
H 2.037 -4.989 9.400
H 3.002 -2.272 8.356
H 3.975 -3.573 9.069
*
```

Results
Kohn-Sham gap (eV): 5.41
E (a.u.): -5897.07007

---

# 4
Formula: C36H51Cl6F3O5
Source: the Open Molecules 2025 dataset
Level of theory: ωB97M-V/def2-TZVPD

```
! RIJCOSX wB97M-V def2-TZVPD def2/J DEFGRID3
* xyz 0 1
F -5.444 -0.636 2.944
C -5.615 0.457 2.194
C -4.487 1.155 1.782
C -4.661 2.321 1.033
C -5.938 2.783 0.784
C -7.065 2.126 1.257
C -6.891 0.943 1.935
H -3.535 0.659 1.928
H -3.777 2.813 0.651
H -6.084 3.703 0.228
H -8.050 2.518 1.052
H -7.730 0.341 2.267
F 0.999 0.898 -2.693
C 0.075 0.441 -3.558
C -0.100 -0.922 -3.715
C -1.001 -1.369 -4.668
C -1.777 -0.491 -5.423
C -1.566 0.862 -5.228
C -0.659 1.348 -4.304
H 0.622 -1.559 -3.220
H -1.127 -2.441 -4.757
H -2.477 -0.955 -6.102
H -2.053 1.578 -5.883
H -0.561 2.412 -4.149
F 6.142 -1.675 -0.180
C 5.381 -0.564 -0.386
C 5.707 0.224 -1.466
C 4.943 1.375 -1.684
C 3.857 1.640 -0.844
C 3.591 0.823 0.241
C 4.354 -0.308 0.491
H 6.539 0.017 -2.123
H 5.159 2.073 -2.480
H 3.273 2.538 -0.999
H 2.766 1.028 0.910
H 4.165 -1.023 1.280
C 1.653 2.842 3.066
C 2.950 3.623 2.907
C 2.833 5.130 2.833
O 4.009 3.055 2.811
H 1.900 1.782 3.008
H 0.951 3.132 2.288
H 1.315 3.008 4.090
H 2.223 5.388 1.963
H 3.795 5.585 2.596
H 2.468 5.570 3.758
C -2.483 4.401 -2.877
C -1.986 4.092 -1.500
C -1.444 5.241 -0.668
O -1.879 2.940 -1.142
H -2.956 5.381 -2.944
H -3.134 3.583 -3.184
H -1.667 4.413 -3.603
H -0.725 4.900 0.064
H -2.295 5.658 -0.123
H -1.023 5.945 -1.384
C 2.355 -4.094 1.196
C 3.151 -5.309 1.539
C 3.739 -6.133 0.411
O 3.445 -5.550 2.688
H 2.952 -3.317 0.714
H 1.964 -3.686 2.126
H 1.563 -4.355 0.489
H 3.895 -7.139 0.791
H 4.711 -5.656 0.246
H 3.198 -6.058 -0.529
C -1.299 -4.240 2.144
C -2.278 -4.228 3.303
C -3.002 -2.922 3.534
O -2.366 -5.120 4.106
H -0.262 -4.296 2.461
H -1.419 -3.328 1.557
H -1.565 -5.070 1.486
H -3.516 -2.534 2.659
H -2.282 -2.183 3.896
H -3.707 -3.078 4.351
C -0.231 0.777 0.959
C 0.361 -0.595 1.061
C 0.609 -1.378 -0.211
O 0.656 -1.120 2.116
H -0.404 1.227 1.931
H -1.153 0.762 0.375
H 0.451 1.388 0.359
H -0.089 -1.085 -0.994
H 0.627 -2.448 -0.046
H 1.621 -1.098 -0.525
Cl 3.315 -2.725 -2.152
C 4.251 -3.500 -3.496
Cl 4.631 -5.191 -3.139
H 3.687 -3.364 -4.412
H 5.155 -2.906 -3.568
Cl -1.151 -4.033 -1.741
C 0.170 -4.748 -2.681
Cl 0.824 -6.185 -1.896
H -0.174 -4.987 -3.682
H 0.960 -4.010 -2.793
Cl -2.751 5.338 4.754
C -3.094 4.499 3.240
Cl -1.606 3.986 2.404
H -3.833 3.711 3.355
H -3.589 5.174 2.544
*
```

Results
Energy above the lowest of the compared OMol25 structures with the same formula, charge and spin (eV): 0.0000
Kohn-Sham gap (eV): 9.21
SMILES string: Fc1ccccc1.Fc1ccccc1.Fc1ccccc1.CC(C)=O.CC(C)=O.CC(C)=O.CC(C)=O.CC(C)=O.ClCCl.ClCCl.ClCCl
E (a.u.): -4839.25758